Entry 1:
Below is a molecular structure, C53H56Cl2Ge2O2RhSb2, with properties calculated with the ωB97M-V functional and the def2-TZVPD basis.

XYZ file:
```
118
Properties=species:S:1:pos:R:3:lowdin_charge:R:1
Sb -1.35014 1.36537 -1.68196 1.330
Sb 2.46845 0.49784 -2.66459 1.350
Rh 0.63174 -0.24167 -1.13376 0.266
Ge 1.89182 1.07076 4.53924 1.034
Ge -1.51922 -2.57597 -2.89300 0.831
Cl -1.41165 -0.85495 3.17962 0.561
Cl -3.14274 -2.77653 4.40978 0.518
O 3.67638 -0.35858 -0.05423 -0.088
O 1.66883 0.04212 0.80278 -0.214
C -5.13216 -2.67064 -5.14767 -0.087
C -2.66338 -1.48412 -5.44799 -0.113
C 1.37243 -5.68623 -3.61811 -0.106
C -1.25671 4.26840 3.06630 -0.108
C 2.58933 -0.47872 3.53429 -0.248
C -0.44502 -1.09858 -2.45557 -0.530
C 0.56108 2.34440 3.85472 -0.281
C -3.31697 -2.95189 -0.47704 -0.110
C 0.94080 -6.25560 -4.78733 -0.121
C -2.09066 3.32884 -1.06506 -0.330
C 5.50386 2.08882 6.35532 -0.083
C -4.18675 -2.75637 -4.14062 -0.119
C -0.87820 -4.68688 -4.87764 -0.121
C 1.48617 0.93563 7.47723 -0.114
C -0.49588 -0.96485 7.48278 -0.095
C -0.25762 2.96312 4.79790 -0.105
C -2.70342 -1.08919 4.38621 -1.008
C 1.08683 0.41905 6.25709 -0.247
C -3.35731 0.51848 -1.65674 -0.287
C -3.61155 -1.33752 -6.40807 -0.113
C 0.36800 5.38509 -4.13528 -0.101
C 0.91910 0.55932 8.68912 -0.093
C -0.05695 -0.40295 8.68260 -0.107
C -0.17850 -5.73963 -5.42732 -0.114
C -0.50758 4.36812 -3.85692 -0.069
C 1.09453 2.63879 -4.39760 -0.285
C -0.48783 -4.12440 -3.65819 -0.282
C 4.43789 1.44649 5.72520 -0.136
C -2.93294 -2.21709 -4.26090 -0.275
C 5.60933 3.47121 6.22433 -0.085
C 1.99388 3.69691 -4.68960 -0.069
C -1.22354 2.00252 -3.76473 -0.301
C -4.86205 -1.94998 -6.30658 -0.088
C -4.71361 -4.90218 -0.12525 -0.108
C 4.07497 1.87321 -2.54992 -0.301
C -4.02107 -5.52627 -1.15779 -0.095
C -0.18269 3.00998 -4.02877 -0.290
C 3.42511 -1.26021 -3.46146 -0.280
C 1.63347 5.01505 -4.56098 -0.112
C -4.33779 -3.60353 0.20945 -0.099
C 0.60130 -4.69277 -3.02639 -0.116
C -1.11718 3.99476 4.40183 -0.094
C 3.39069 2.12015 5.18269 -0.309
C -0.46512 3.65365 2.11927 -0.090
C -2.57774 -3.55613 -1.49611 -0.262
C 3.49906 -0.14613 2.34487 -0.167
C 3.47703 3.49809 5.10037 -0.099
C 0.09612 -0.58927 6.27391 -0.114
C 2.91963 -0.15440 0.90823 -0.681
C -2.97309 -4.85114 -1.81976 -0.129
C 4.56750 4.14827 5.58258 -0.097
C 0.44470 2.68072 2.50775 -0.085
C 1.58759 1.22658 -4.48915 -0.327
H -4.25013 -6.54286 -1.48652 0.096
H -4.91515 -3.10028 0.97350 0.092
H 4.53924 1.66935 -1.57526 -0.004
H -1.68742 -1.02661 -5.59510 0.096
H 2.66328 4.03393 4.64335 0.099
H 4.85001 1.70701 -3.33396 0.021
H 4.42589 0.33296 5.62732 0.114
H -3.58240 -0.54044 4.17749 0.014
H 4.44344 -0.69974 2.27492 0.112
H -0.57217 -6.21963 -6.33331 0.100
H -2.29138 3.32770 0.01300 -0.019
H 2.32666 1.12372 -5.27993 0.054
H 6.29086 1.48609 6.82737 0.103
H 2.26998 1.68790 7.49692 0.095
H -2.17189 2.37253 -4.04018 0.048
H -3.37620 -0.45017 -2.21049 -0.022
H 2.35320 5.82704 -4.75343 0.103
H -1.28872 -1.70266 7.44478 0.096
H -3.07229 3.41154 -1.57569 0.005
H 3.55193 2.80951 -2.62805 -0.025
H 4.19216 -0.94274 -4.15426 -0.010
H 3.91734 -1.75620 -2.60985 0.007
H -2.53804 -5.35800 -2.66431 0.086
H 1.19874 1.02628 9.60437 0.092
H 0.14107 6.40099 -3.94362 0.087
H 1.73150 -1.01226 3.16986 0.039
H 6.44385 3.96108 6.67391 0.088
H -4.45098 -3.32802 -3.27854 0.082
H -3.39441 -0.78602 -7.30101 0.093
H -1.15151 1.09234 -4.35190 0.032
H -1.91823 5.07473 2.75205 0.103
H -1.73247 -4.24999 -5.42277 0.099
H 3.11544 -1.11004 4.26876 0.069
H -1.51868 4.62425 -3.52044 0.107
H 1.46851 -7.05035 -5.33980 0.101
H -2.33901 -0.82994 5.38353 0.001
H -1.70052 4.50287 5.14291 0.092
H -3.00163 -1.97500 -0.15467 0.076
H -3.53832 0.29632 -0.61823 -0.019
H -0.17068 2.69311 5.84457 0.092
H 2.75670 -1.93532 -3.94270 -0.018
H 4.67041 5.20921 5.46963 0.095
H -1.44923 4.09434 -1.38490 -0.044
H -0.57308 -0.77333 9.57072 0.100
H -0.23054 -1.13031 5.40685 0.035
H -0.52801 3.86204 1.04915 0.085
H -4.13792 1.15223 -2.10152 0.013
H 2.98252 3.32260 -4.99629 0.111
H 3.81457 0.87547 2.40643 0.089
H 0.97876 -4.26125 -2.09288 0.106
H 0.79342 0.48619 -4.78488 0.059
H -6.04744 -3.20246 -5.01148 0.090
H 2.27903 -6.02348 -3.12420 0.099
H 1.02152 2.20069 1.71210 0.095
H -5.55378 -5.39596 0.39144 0.101
H -5.59836 -1.90825 -7.08815 0.089
```

2S+1 = 5
Strongest force on any atom = 0.0457 Eh/bohr
HOMO (spin up / spin down) = -3.104 / -5.444 eV
Energy relative to the best compared isomer or geometry (same formula, charge and spin) = 33.2 kJ/mol
Kohn-Sham gap (spin up / spin down) = 5.32 / 7.66 eV
DFT total energy = -7868.8093 Eh
LUMO level (spin up / spin down) = 2.22 / 2.21 eV
<S²> = 6.03
Total charge = -1

***

Entry 2:
Below is a molecular structure, C21H62HfN5O8, with properties calculated with the ωB97M-V functional and the def2-TZVPD basis.

XYZ file:
```
97
Properties=species:S:1:pos:R:3:lowdin_charge:R:1
Hf 7.15879 5.94427 30.52674 2.131
O 11.25617 -1.46484 32.88464 -0.176
O 8.05974 4.16123 31.93034 -0.400
O 12.65877 8.21266 34.95682 -0.197
O 9.50200 6.50178 30.89507 -0.131
O 3.82552 4.83781 28.54554 -0.239
O 8.96361 1.93607 36.88301 -0.177
O 5.80267 -4.39121 30.45915 -0.141
O 7.28805 6.66480 32.94340 -0.091
N 5.94459 3.85907 29.98081 -0.037
N 5.97850 1.37344 37.23518 0.087
N 11.24100 5.39059 32.86373 0.027
N 5.53408 -1.37645 30.05206 0.076
N 10.18624 -4.12245 32.94481 0.142
C 6.85752 0.45196 36.53959 -0.385
C 10.91478 -3.47173 31.78405 -0.360
C 6.82731 -0.88857 31.90303 -0.068
C 10.34454 6.17866 35.04140 -0.041
C 5.58280 3.21423 28.80471 -0.405
C 13.05768 7.74820 36.28687 -0.066
C 6.51008 -1.98746 30.92013 -0.412
C 8.61138 2.87952 32.02136 -0.210
C 8.14169 1.17535 35.92958 -0.156
C 11.02593 6.58255 33.68573 -0.378
C 12.47931 7.23624 33.83591 -0.115
C 9.96872 2.74684 36.22850 -0.084
C 2.42897 5.16962 28.38785 -0.045
C 10.51452 -1.98945 31.76458 -0.188
C 6.07434 1.74512 28.60086 -0.009
C 5.86339 -3.31630 31.41136 -0.150
C 4.02297 3.41573 28.62833 -0.151
C 10.69855 -4.28223 30.51185 -0.048
C 5.98869 -0.25298 35.44009 -0.054
C 11.05166 -0.04111 32.85977 -0.096
C 5.49466 -5.66281 30.96961 -0.079
H 5.04563 4.12346 30.35772 0.089
H 11.99928 -3.40503 31.87077 0.149
H 5.10041 -0.73135 35.85268 0.088
H 7.87938 2.26568 32.54623 0.079
H 9.88921 5.87405 31.50518 -0.001
H 12.58186 6.78730 36.48273 0.056
H 7.40597 -1.38955 32.67910 0.061
H 9.98179 7.08041 35.53472 0.090
H 10.45241 4.77108 32.98384 0.035
H 5.69829 0.86785 38.06342 0.098
H 8.70452 0.40099 35.40834 0.110
H 10.71187 -1.59389 30.76826 0.134
H 3.89422 2.98355 27.63599 0.142
H 13.02995 7.42731 32.91484 0.125
H 5.58817 1.07531 29.31015 0.059
H 5.40731 -6.43332 30.20359 0.104
H 12.74163 8.44837 37.06016 0.098
H 2.10539 4.69918 27.45936 0.105
H 6.57461 2.09088 37.62251 0.078
H 10.20657 2.46351 35.20320 0.060
H 5.93891 -0.49534 32.39720 0.080
H 9.43977 5.60119 34.85164 0.048
H 10.82894 2.69390 36.89582 0.108
H 11.06514 5.66404 35.67701 0.074
H 1.91252 4.77475 29.26275 0.095
H 10.56718 -3.63206 33.74136 0.082
H 9.65483 2.69150 32.27429 0.081
H 10.23972 7.03503 30.59901 0.110
H 6.51818 -3.61256 32.23086 0.120
H 2.23993 6.24164 28.33186 0.101
H 11.81976 0.31779 33.54485 0.098
H 9.27187 -3.69401 32.96649 0.062
H 7.25136 -0.33444 37.18346 0.143
H 7.38723 -2.29884 30.35291 0.141
H 12.03606 4.84059 33.15610 0.101
H 11.02182 -3.77602 29.60226 0.081
H 5.31945 -2.03357 29.31571 0.101
H 7.14622 1.55716 28.66281 0.089
H 9.63170 -4.31415 30.29068 0.068
H 7.26119 -0.03989 31.37427 0.066
H 6.19848 3.13875 30.64170 0.096
H 14.11197 7.50774 36.42382 0.091
H 6.74999 6.30726 33.64972 0.100
H 7.77923 1.89667 35.19718 0.100
H 13.14780 6.45865 34.20549 0.108
H 8.62410 2.31821 31.08709 0.070
H 4.56580 -5.66828 31.53994 0.101
H 7.43775 7.57648 33.19369 0.098
H 3.34427 3.03257 29.39034 0.144
H 10.09705 0.26443 33.28808 0.062
H 9.50514 -1.87644 32.16018 0.093
H 5.89915 -0.53140 29.63647 0.024
H 4.89693 -3.20265 31.90241 0.141
H 5.63946 0.52960 34.76652 0.060
H 6.28722 -6.02165 31.62626 0.099
H 6.50730 -0.90020 34.73282 0.045
H 11.24900 0.31218 31.84767 0.089
H 11.13422 -5.28119 30.53108 0.095
H 5.97035 3.74093 27.93264 0.142
H 10.46165 7.34034 33.14218 0.106
H 5.89774 1.43692 27.57036 0.107
H 9.58600 3.72439 35.93523 0.049
```

Strongest force on any atom = 0.1460 Eh/bohr
HOMO = -15.270 eV
Kohn-Sham gap = 1.47 eV
DFT total energy = -1759.5581 Eh
LUMO level = -13.80 eV
Total charge = +3

***

Entry 3:
Below is a molecular structure, C8H10N2STm, with properties calculated with the ωB97M-V functional and the def2-TZVPD basis.

XYZ file:
```
22
Properties=species:S:1:pos:R:3:lowdin_charge:R:1
Tm -0.12563 -0.02485 -0.09128 1.232
S -3.77625 -2.76976 -2.20381 0.481
N -0.74147 -0.18364 1.87714 -0.266
N -1.69284 -1.25877 -1.17337 -0.094
C 2.15002 -1.09114 0.29124 -0.233
C 2.32015 0.28458 0.62249 -0.217
C -1.22781 1.20855 1.82034 -0.518
C -0.84909 2.03659 0.60781 -0.331
C -2.58686 -1.91388 -1.60069 -1.027
C 2.17755 1.04765 -0.57521 -0.225
C 1.92563 -1.17997 -1.11488 -0.233
C 1.93490 0.14308 -1.64854 -0.228
H -1.05183 -0.67246 2.70836 0.010
H -0.77544 1.70959 2.70906 0.082
H 2.21149 -1.91784 0.99135 0.095
H -1.64506 2.31722 -0.09777 0.002
H 2.54967 0.68140 1.60715 0.100
H 1.73039 -2.09312 -1.66894 0.094
H -2.34665 1.27107 1.89598 0.083
H 1.73780 0.42442 -2.67780 0.092
H -0.10826 2.82350 0.76885 0.006
H 2.23912 2.12977 -0.64447 0.094
```

2S+1 = 3
Strongest force on any atom = 0.0531 Eh/bohr
HOMO (spin up / spin down) = -3.721 / -3.720 eV
Kohn-Sham gap (spin up / spin down) = 6.88 / 6.88 eV
DFT total energy = -1903.8134 Eh
LUMO level (spin up / spin down) = 3.16 / 3.16 eV
<S²> = 2.00
Total charge = -1

***

Entry 4:
Below is a gas-phase ion, C5H15N2S (charge +1), with properties calculated with the ωB97M-V functional and the def2-TZVPD basis.

XYZ file:
```
23
Properties=species:S:1:pos:R:3:lowdin_charge:R:1
S -0.13258 0.71062 3.65559 0.623
N 0.21644 2.21412 -2.38104 0.181
N 0.32877 -0.28398 -0.11692 -0.105
C -0.24566 -0.64038 1.21515 -0.470
C -0.08907 0.68174 -2.48788 -0.101
C -0.39169 -2.16706 1.32834 -0.058
C -0.58570 0.07378 -1.18267 -0.260
C 0.81922 0.01426 2.09849 -0.445
H 1.63447 -0.69767 2.46428 0.097
H 0.45305 2.49000 -3.34357 0.160
H -0.68999 0.58625 -3.36489 0.124
H -0.63806 2.64856 -2.20274 0.121
H 1.11488 2.61860 -1.83621 0.249
H 1.02380 -1.01519 -0.58911 0.179
H 1.26634 1.04395 1.71141 0.094
H -0.64159 -2.45021 2.33294 0.063
H -1.28444 0.84060 -0.80804 0.122
H -1.14937 -0.05592 1.29400 0.106
H 0.51545 -2.91563 1.27760 0.126
H 0.89837 0.20816 -2.65167 0.134
H -0.18554 -0.42190 4.43614 -0.146
H -1.04208 -2.62738 0.62250 0.057
H -1.19500 -0.85533 -1.47168 0.150
```

Strongest force on any atom = 0.0879 Eh/bohr
HOMO = -11.497 eV
Energy relative to the best compared isomer or geometry (same formula, charge and spin) = 287.2 kJ/mol
SMILES string = C[C@@H](CS)NCC[NH3+]
Kohn-Sham gap = 7.61 eV
DFT total energy = -706.8672 Eh
LUMO level = -3.89 eV
Total charge = +1

***

Entry 5:
Below is C4H9NO3 in the gas phase, with properties calculated with the ωB97M-V functional and the def2-TZVPD basis.

XYZ file:
```
17
Properties=species:S:1:pos:R:3:lowdin_charge:R:1
O 0.73742 -1.78550 -1.36029 0.088
O -1.13235 1.22452 -0.62146 -0.109
O -2.50133 -0.72217 0.04135 -0.119
N -1.15221 -0.83919 0.39796 0.046
C -0.16702 -0.81805 -1.39818 -0.001
C 1.05587 0.43623 0.33655 -0.152
C 0.86216 1.36259 1.52930 -0.099
C -0.36726 0.20912 -0.33409 -0.707
H 1.83257 1.57602 1.98166 0.069
H 0.40571 2.29439 1.20323 0.073
H 0.21865 0.89714 2.27416 0.073
H 0.81821 -2.24734 -2.20784 0.137
H -2.44056 0.33373 -0.35216 0.167
H 1.48962 -0.52262 0.63100 0.103
H -0.54903 -0.53424 -2.37972 0.163
H -0.81666 -1.75635 0.67270 0.151
H 1.70622 0.89173 -0.41417 0.118
```

Strongest force on any atom = 0.0653 Eh/bohr
HOMO (spin up / spin down) = -7.894 / -8.041 eV
Energy relative to the best compared isomer or geometry (same formula, charge and spin) = 607.9 kJ/mol
Kohn-Sham gap (spin up / spin down) = 7.49 / 7.79 eV
DFT total energy = -438.0975 Eh
LUMO level (spin up / spin down) = -0.41 / -0.25 eV